1.
ORCA calculation (the ωB97M-V functional and the def2-TZVPD basis) on a cluster of 2 separate species, H3NO3Si in total.

Results
frontier orbital gap (alpha / beta)	8.66 / 8.65	eV
E_LUMO (alpha / beta)	-1.75 / -1.75	eV
charge	0
HOMO (alpha / beta)	-10.41 / -10.40	eV

Last column: Löwdin charge in e.
CARTESIAN COORDINATES (ANGSTROEM)
N1 0.9002 1.6982 0.0459  -0.247
O1 1.2003 1.5523 1.1304  0.227
O2 0.8844 2.4793 -0.8542  0.185
O3 -0.3359 0.3762 -0.6033  -0.407
Si1 -0.5111 -1.1535 -0.0743  0.445
H1 0.1594 -2.3307 -0.6774  -0.104
H2 -0.2302 -1.3072 1.4678  -0.062
H3 -2.0671 -1.3146 -0.4350  -0.038



2.
ORCA calculation (the ωB97M-V functional and the def2-TZVPD basis) on an isolated molecule of H3NO3Si.

Results
frontier orbital gap	9.32	eV
E_LUMO	-0.93	eV
SMILES string	O=[N+]([O-])O[SiH3]
charge	0
HOMO	-10.25	eV

Last column: Löwdin charge in e.
CARTESIAN COORDINATES (ANGSTROEM)
O1 -1.6172 0.9233 0.7580  0.043
N1 -1.7144 -0.0106 0.0333  -0.545
O2 -2.7715 -0.4486 -0.3824  0.070
O3 -0.5397 -0.5023 -0.4400  -0.244
Si1 1.5144 0.0104 -0.0058  0.910
H1 1.4306 -1.4113 0.2220  -0.069
H2 1.9630 0.5264 -1.2961  -0.081
H3 1.7348 0.9126 1.1110  -0.085



3.
ORCA calculation (the ωB97M-V functional and the def2-TZVPD basis) on a structure of composition H3NO4P.

Results
frontier orbital gap	9.65	eV
E_LUMO	4.12	eV
charge	-1
HOMO	-5.54	eV

Last column: Löwdin charge in e.
CARTESIAN COORDINATES (ANGSTROEM)
N1 -1.4163 1.4461 -0.5666  -0.182
O1 -1.1698 -0.5801 1.1876  -0.403
O2 -0.5288 -1.0707 -1.2635  -0.405
O3 1.3569 0.4564 0.1411  -0.113
O4 2.2820 -0.6581 0.0976  -0.074
P1 -1.0627 -0.0403 -0.2440  0.301
H1 1.6239 -1.3936 0.0765  0.086
H2 -1.6084 1.7530 0.3281  -0.086
H3 0.5230 0.0871 0.2433  -0.123



4.
ORCA calculation (the ωB97M-V functional and the def2-TZVPD basis) on the ion H3NOP with charge -1.

Results
frontier orbital gap (alpha / beta)	7.92 / 7.92	eV
E_LUMO (alpha / beta)	4.78 / 4.78	eV
SMILES string	N=[PH2][O-]
charge	-1
HOMO (alpha / beta)	-3.14 / -3.14	eV

Last column: Löwdin charge in e.
CARTESIAN COORDINATES (ANGSTROEM)
N1 0.4602 -0.2649 1.3814  -0.420
P1 0.0291 -0.0898 -0.5443  0.499
O1 -0.1934 -0.4256 -2.1113  -0.697
H1 -0.2051 -0.9488 1.8923  -0.172
H2 -1.0151 0.8434 -0.3125  -0.087
H3 0.9243 0.8857 -0.3056  -0.123



5.
ORCA calculation (the ωB97M-V functional and the def2-TZVPD basis) on the ion H3NOPS with charge -1.

Results
frontier orbital gap	6.83	eV
E_LUMO	3.96	eV
charge	-1
HOMO	-2.87	eV

Last column: Löwdin charge in e.
CARTESIAN COORDINATES (ANGSTROEM)
N1 0.8073 -0.1128 1.0419  -0.416
O1 1.4753 0.0348 -0.4368  -0.318
P1 -1.4499 0.0732 -1.1095  0.110
S1 -0.9018 -0.6868 0.7134  0.097
H1 1.2728 -0.9519 1.3829  -0.018
H2 0.6600 0.3140 -0.9224  -0.143
H3 -1.8635 1.3295 -0.6694  -0.313



6.
ORCA calculation (the ωB97M-V functional and the def2-TZVPD basis) on an isolated molecule of H3NOS.

Results
frontier orbital gap	9.01	eV
E_LUMO	-0.14	eV
SMILES string	N=[SH2]=O
charge	0
HOMO	-9.15	eV

Last column: Löwdin charge in e.
CARTESIAN COORDINATES (ANGSTROEM)
N1 0.7885 1.0300 0.4077  -0.314
S1 -0.2992 -0.1608 -0.2892  0.812
O1 -0.4921 -1.2067 0.7563  -0.493
H1 1.1982 0.6800 1.2461  -0.069
H2 -1.4482 0.3938 -0.7309  0.035
H3 0.2528 -0.7363 -1.3900  0.030



7.
ORCA calculation (the ωB97M-V functional and the def2-TZVPD basis) on an isolated molecule of H3NOSi.

Results
frontier orbital gap (alpha / beta)	7.68 / 7.93	eV
E_LUMO (alpha / beta)	-0.31 / -0.01	eV
SMILES string	O=N[SiH3]
charge	0
HOMO (alpha / beta)	-8.00 / -7.95	eV

Last column: Löwdin charge in e.
CARTESIAN COORDINATES (ANGSTROEM)
O1 -2.1847 0.4115 -0.1199  -0.147
N1 -1.4362 -0.4640 0.2212  -0.211
Si1 0.7272 -0.1489 -0.0007  0.684
H1 0.3036 1.3741 0.0982  -0.072
H2 1.2473 -1.0827 1.0807  -0.095
H3 1.3429 -0.0899 -1.2795  -0.160



8.
ORCA calculation (the ωB97M-V functional and the def2-TZVPD basis) on a cluster of 2 separate species, H3NP2S in total.

Results
frontier orbital gap	6.48	eV
E_LUMO	-1.52	eV
SMILES string	[H]/N=P/[H].P=S
charge	0
HOMO	-8.00	eV

Last column: Löwdin charge in e.
CARTESIAN COORDINATES (ANGSTROEM)
H1 -0.5267 0.6603 -1.1820  -0.047
N1 0.0949 0.7378 -0.4128  -0.504
P1 0.3560 -0.5933 0.4086  0.731
H2 0.6793 -0.0617 1.7964  -0.132
P2 -0.4284 2.4728 1.2949  0.180
S1 0.9668 3.4451 2.2275  -0.065
H3 -0.6907 3.5372 0.2942  -0.164



9.
ORCA calculation (the ωB97M-V functional and the def2-TZVPD basis) on a cluster of 2 separate species, H3O2 in total.

Results
frontier orbital gap	8.51	eV
E_LUMO	5.48	eV
charge	-1
HOMO	-3.03	eV

Last column: Löwdin charge in e.
CARTESIAN COORDINATES (ANGSTROEM)
O1 0.2662 -0.8788 0.8462  -0.513
H1 -0.1034 -0.9162 1.7131  -0.169
O2 -0.4479 0.7066 -1.0203  -0.238
H2 0.4228 0.9192 -1.3819  -0.029
H3 -0.1377 0.1692 -0.1572  -0.051



10.
ORCA calculation (the ωB97M-V functional and the def2-TZVPD basis) on an isolated molecule of H3O2PS.

Results
frontier orbital gap	9.75	eV
E_LUMO	0.42	eV
SMILES string	OP(O)S
charge	0
HOMO	-9.33	eV

Last column: Löwdin charge in e.
CARTESIAN COORDINATES (ANGSTROEM)
O1 0.3450 1.1836 -0.4960  -0.441
P1 -0.1625 0.1877 0.7563  0.549
O2 0.6337 -1.3667 0.5315  -0.421
S1 -1.8548 -0.6309 -0.2914  0.361
H1 1.1119 1.7705 -0.1666  0.083
H2 1.4067 -1.3385 1.0802  -0.009
H3 -1.4800 0.1943 -1.4140  -0.122



11.
ORCA calculation (the ωB97M-V functional and the def2-TZVPD basis) on an isolated molecule of H3O3P.

Results
frontier orbital gap	10.49	eV
E_LUMO	0.48	eV
SMILES string	OOPO
charge	0
HOMO	-10.00	eV

Last column: Löwdin charge in e.
CARTESIAN COORDINATES (ANGSTROEM)
O1 0.3141 -1.0692 0.0776  -0.148
O2 0.3086 -0.2313 -1.0945  -0.424
P1 -0.3706 1.2154 -0.5335  0.834
O3 0.4506 1.2220 0.8651  -0.375
H1 0.3005 -1.9396 -0.3423  0.114
H2 -1.5387 0.5277 -0.1608  -0.061
H3 0.5354 0.2750 1.1885  0.058



12.
ORCA calculation (the ωB97M-V functional and the def2-TZVPD basis) on a cluster of 2 separate species, H3OPS in total.

Results
frontier orbital gap (alpha / beta)	7.21 / 8.65	eV
E_LUMO (alpha / beta)	-1.41 / -0.93	eV
charge	0
HOMO (alpha / beta)	-8.62 / -9.59	eV

Last column: Löwdin charge in e.
CARTESIAN COORDINATES (ANGSTROEM)
O1 -1.0901 -0.9691 -0.2313  -0.705
P1 1.9921 -0.0959 -0.1882  0.540
S1 -2.4761 -0.4990 -0.5675  0.793
H1 2.9257 0.2235 0.8911  -0.238
H2 1.6878 1.3111 -0.3906  -0.235
H3 -3.0394 0.0293 0.4865  -0.156



Total energy for the records above, in order: -15553.502, -15553.532, -19016.524, -12873.214, -23708.595, -14417.060, -11459.431, -30949.116, -4143.745, -24268.425, -15477.425, -22216.544 eV
Relative energy (zero: lowest compared OMol25 entry of this formula, charge and spin) for the records above, in order: 83.68, 82.98, 75.87, 66.17, 55.92, 78.85, 117.10, 61.41, 1.91, 21.99, 96.15, 87.47 kcal/mol